# 1
Computed, not measured: 5 unconnected molecules or ions with the total composition C16H40BN3O9PS4 at a distorted geometry, with ωB97M-V with the def2-TZVPD basis set.

Cartesian coordinates (Å):
N  -4.5736  -1.1892  -2.5136
P  -4.2891  -1.2677  -0.9979
N  -2.5705  -0.8043  -0.7550
B  -1.9222  -1.2660  0.5738
N  -1.2260  -0.3449  1.3535
O  -2.0030  -2.5671  0.9232
H  -4.9114  -2.0744  -2.8700
H  -4.5535  -2.5335  -0.4654
H  -5.0221  -0.3098  -0.2948
H  -2.0315  -1.2337  -1.5405
H  -2.5250  0.2203  -0.7813
H  -1.4952  -0.3594  2.3307
H  -1.2048  0.5975  0.9852
H  -1.2228  -3.0292  0.5557
C  -5.8947  4.1469  -0.0442
C  -6.0053  3.8644  -1.5498
C  -4.5874  3.9286  -2.1345
S  -3.4812  3.4740  -0.7982
O  -2.6516  4.5948  -0.4615
O  -2.8793  2.1808  -1.0895
C  -4.7408  3.2839  0.4579
H  -6.8188  3.9161  0.4808
H  -5.6683  5.2012  0.1214
H  -6.4237  2.8684  -1.7054
H  -6.6619  4.5745  -2.0466
H  -4.4464  3.2363  -2.9605
H  -4.3206  4.9354  -2.4467
H  -4.3401  3.5967  1.4190
H  -5.0214  2.2311  0.4939
C  2.0031  -1.0857  -3.8688
C  2.1103  -0.0380  -2.7537
C  0.9559  -0.2921  -1.7717
S  0.6037  -2.0520  -1.8899
O  -0.7529  -2.2062  -2.4035
O  0.9689  -2.7025  -0.6527
C  1.7810  -2.4237  -3.1695
H  2.8946  -1.1100  -4.4858
H  1.1516  -0.8524  -4.5121
H  3.0609  -0.1511  -2.2366
H  2.0732  0.9743  -3.1482
H  1.2207  -0.0564  -0.7433
H  0.0584  0.2562  -2.0595
H  1.3802  -3.1990  -3.8183
H  2.6924  -2.7738  -2.6861
C  -0.4242  -1.0094  7.5766
C  0.4917  -0.4982  6.4570
C  -0.1073  -0.9725  5.1261
S  -1.8806  -1.1237  5.4001
O  -2.2499  -2.5077  5.2743
O  -2.5655  -0.0985  4.6385
C  -1.8480  -0.6866  7.1333
H  -0.1925  -0.5451  8.5325
H  -0.3060  -2.0884  7.6890
H  0.5228  0.5922  6.4802
H  1.5121  -0.8562  6.5750
H  0.0670  -0.2626  4.3217
H  0.2644  -1.9545  4.8417
H  -2.6097  -1.2554  7.6602
H  -2.0556  0.3802  7.2079
C  7.2618  -0.7605  -1.3711
C  8.1306  -0.3835  -2.5791
C  7.3847  -0.8378  -3.8414
S  5.6379  -0.7967  -3.4311
O  5.1132  -2.1421  -3.4624
O  4.9907  0.2680  -4.1574
C  5.8465  -0.3077  -1.7197
H  7.6146  -0.2904  -0.4556
H  7.2803  -1.8417  -1.2231
H  8.2713  0.6980  -2.6034
H  9.1164  -0.8395  -2.5245
H  7.5590  -0.1779  -4.6863
H  7.6335  -1.8613  -4.1130
H  5.0769  -0.7773  -1.1109
H  5.7540  0.7771  -1.6751

The HOMO-LUMO gap is 10.5 eV. The value obtained for the calculated total energy is -3433.87662 a.u. The value obtained for the HOMO energy is -12.42 eV. Its lowest unoccupied orbital energy is -1.94 eV. For the energy relative to the best compared isomer or geometry (same formula, charge and spin), the calculation gives 13.30 kcal per mole. The net charge is +1.



# 2
Computed, not measured: 8 unconnected molecules or ions with the total composition C16H40Cl12O16P4 at a distorted geometry, with ωB97M-V with the def2-TZVPD basis set.

Cartesian coordinates (Å):
C  -6.7095  18.8912  -10.3326
O  -7.0727  20.1608  -10.8746
P  -8.6095  20.6189  -10.9017
O  -9.4086  20.4643  -9.6693
O  -8.4898  22.0704  -11.5476
C  -8.0346  23.1788  -10.7561
O  -9.1598  19.7583  -12.1261
C  -9.7957  18.4927  -11.9256
H  -7.5725  18.2354  -10.2328
H  -6.0310  18.3847  -11.0173
H  -6.2220  19.0301  -9.3718
H  -8.7939  23.5748  -10.0807
H  -7.2497  22.8467  -10.0697
H  -7.6715  23.8836  -11.4949
H  -10.8424  18.6063  -12.2049
H  -9.6639  18.0314  -10.9497
H  -9.3645  17.7852  -12.6404
C  -14.3465  15.3150  -9.7910
O  -13.5981  16.4378  -9.3887
P  -11.9910  16.5006  -9.4315
O  -11.4693  15.8813  -10.6566
O  -11.5739  15.8959  -8.0101
C  -11.2616  14.5226  -7.8568
O  -11.7079  18.0757  -9.2911
C  -12.1719  18.7540  -8.0809
H  -15.3837  15.5333  -9.5445
H  -14.0730  14.3940  -9.2669
H  -14.2700  15.0796  -10.8541
H  -10.3146  14.3867  -7.3255
H  -11.0846  14.0387  -8.8178
H  -11.9984  14.0188  -7.2338
H  -11.7429  19.7451  -8.1845
H  -11.7872  18.2402  -7.2036
H  -13.2595  18.7483  -8.0976
C  -13.3941  20.2778  -11.2852
O  -13.5629  21.7083  -11.3605
P  -14.9685  22.3357  -11.0263
O  -15.5789  21.9182  -9.7504
O  -15.9726  21.9463  -12.2332
C  -15.9759  22.6832  -13.4536
O  -14.7632  23.9135  -11.1957
C  -15.8247  24.7893  -10.8198
H  -14.1281  19.8076  -11.9322
H  -13.4864  19.8733  -10.2811
H  -12.3947  20.1228  -11.6792
H  -16.9102  23.2496  -13.5385
H  -16.0678  21.9488  -14.2572
H  -15.1551  23.3828  -13.5805
H  -16.5803  24.3271  -10.1893
H  -16.2735  25.2236  -11.7154
H  -15.3425  25.6160  -10.2970
C  -10.9543  12.9622  -16.7251
O  -9.8044  13.4956  -17.3997
P  -9.4147  15.0378  -17.1687
O  -8.8137  15.3103  -15.8556
O  -8.5206  15.4101  -18.4417
C  -7.1384  15.0124  -18.4043
O  -10.7841  15.7593  -17.5832
C  -10.7842  17.0722  -18.1355
H  -11.3646  12.1544  -17.3362
H  -11.7088  13.7333  -16.5899
H  -10.5831  12.4446  -15.8384
H  -6.8082  15.0928  -19.4389
H  -7.0107  13.9704  -18.1083
H  -6.5549  15.6605  -17.7542
H  -11.1097  17.0835  -19.1790
H  -9.7903  17.5086  -18.2108
H  -11.4247  17.7027  -17.5250
Cl  -11.0132  16.0967  -13.6196
C  -12.3280  17.1710  -14.1327
Cl  -11.7589  18.6768  -14.8864
Cl  -13.4988  17.4102  -12.8397
H  -12.9145  16.7412  -14.9360
Cl  -9.0631  19.7930  -16.8557
C  -8.4179  19.6007  -15.2151
Cl  -8.1735  21.2109  -14.4736
Cl  -6.8485  18.8034  -15.3330
H  -8.9795  19.0172  -14.4993
Cl  -14.9770  18.5534  -15.7990
C  -15.1394  19.7914  -17.0145
Cl  -16.6759  19.5082  -17.9177
Cl  -13.7436  19.8333  -18.0948
H  -15.1600  20.7574  -16.5275
Cl  -14.3966  14.9596  -16.5584
C  -14.2097  14.9347  -18.3122
Cl  -14.0905  16.5961  -18.9959
Cl  -15.4468  13.9621  -19.0714
H  -13.2179  14.5287  -18.4657

The HOMO-LUMO gap is 10.7 eV. The value obtained for the calculated total energy is -8725.52356 a.u. The value obtained for the HOMO energy is -10.27 eV. Its lowest unoccupied orbital energy is 0.41 eV. For the energy relative to the best compared isomer or geometry (same formula, charge and spin), the calculation gives 27.90 kcal per mole. The SMILES is COP(=O)(OC)OC.COP(=O)(OC)OC.COP(=O)(OC)OC.COP(=O)(OC)OC.ClC(Cl)Cl.ClC(Cl)Cl.ClC(Cl)Cl.ClC(Cl)Cl.



# 3
Computed, not measured: a molecular structure, C16H40ClCrN6O12S2 at a distorted geometry, with ωB97M-V with the def2-TZVPD basis set.

Cartesian coordinates (Å):
Cr  1.0444  1.0588  0.9879
N  -2.2446  1.2338  0.4271
O  -1.0099  1.2079  0.4182
O  -2.8628  1.8827  -0.4297
O  -2.8707  0.6797  1.3621
N  -0.2914  -0.6127  3.6902
O  -1.5267  -0.5811  3.8400
O  0.1863  0.1566  2.8770
O  0.3427  -1.2225  4.5039
Cl  1.8897  2.2711  -1.0499
C  -1.1386  -2.0362  -5.9335
C  -0.4773  -1.6884  -4.5718
O  0.4180  -2.3705  -4.3245
N  -0.9636  -0.6942  -3.8263
C  -0.2512  -0.2047  -2.6365
H  -0.3691  -2.1715  -6.6936
H  -1.7567  -1.2258  -6.3200
H  -1.5871  -3.0297  -5.9311
H  -1.5931  -0.0157  -4.2307
H  -0.1028  -1.0730  -1.9945
H  -0.7532  0.5439  -2.0236
H  0.7447  0.1560  -2.8939
C  -1.9673  2.9933  -3.2857
C  -2.8528  1.8769  -3.8178
O  -2.7811  1.4997  -4.9926
N  -3.7478  1.2595  -3.0653
C  -4.8111  0.4044  -3.5198
H  -1.9445  3.6049  -4.1877
H  -0.9759  2.6204  -3.0286
H  -2.3197  3.5117  -2.3940
H  -3.6438  1.3079  -2.0619
H  -4.3879  -0.5844  -3.6965
H  -5.2844  0.8687  -4.3850
H  -5.5491  0.1684  -2.7531
C  5.3566  0.6682  0.9303
C  4.3154  0.6345  2.0910
O  3.1022  0.7600  1.8568
N  4.8769  0.3047  3.2308
C  4.0159  0.0266  4.4240
H  5.6501  1.6846  0.6676
H  4.9968  0.2313  -0.0012
H  6.2401  0.1150  1.2490
H  5.8822  0.3431  3.3204
H  3.4758  -0.9189  4.3754
H  3.1891  0.6894  4.6797
H  4.6526  -0.0170  5.3077
C  -2.6127  -2.1587  -0.3361
C  -2.7624  -2.6883  1.1244
O  -3.5109  -2.0603  1.9276
N  -2.1763  -3.8208  1.5393
C  -2.3886  -4.5019  2.8466
H  -3.5909  -2.1992  -0.8153
H  -1.9947  -2.9072  -0.8320
H  -2.2585  -1.1288  -0.3812
H  -1.5037  -4.3487  1.0017
H  -3.3382  -4.1016  3.2017
H  -1.5213  -4.2230  3.4451
H  -2.4169  -5.5520  2.5556
C  2.1795  -2.9665  1.7073
S  0.9570  -2.3720  0.4933
O  1.2772  -0.8395  0.4621
C  1.9444  -2.8518  -1.0393
H  2.0109  -4.0241  1.9104
H  2.1335  -2.5172  2.6994
H  3.2112  -2.7672  1.4177
H  2.7422  -2.1341  -1.2306
H  1.3899  -2.9473  -1.9729
H  2.3944  -3.8445  -1.0282
C  1.4047  5.6517  1.2830
S  0.1828  4.4152  2.0755
O  0.7535  2.9925  1.9497
C  0.4826  4.9281  3.8716
H  2.3533  5.5483  1.8099
H  1.0087  6.6655  1.2237
H  1.5180  5.3031  0.2564
H  1.5470  4.9292  4.1061
H  0.0315  4.2182  4.5649
H  0.2374  5.9853  3.9725

The HOMO-LUMO gap (alpha / beta) is 6.3 / 6.8 eV. The spin multiplicity is 5. The value obtained for the calculated total energy is -4165.93751 a.u. As for the expectation value of S²: 6.00. The value obtained for the HOMO energy (alpha / beta) is -4.28 / -4.85 eV. Its lowest unoccupied orbital energy (alpha / beta) is 1.99 / 1.99 eV. The net charge is -1.



Question: The lowest calculated total energy belongs to which entry?
Answer: C16H40Cl12O16P4



Question: Among the records above, which one has the lowest calculated total energy?
Answer: C16H40Cl12O16P4